1.
Molecular formula: C52H102NO12S
Method: DFT, ωB97M-V with the def2-TZVPD basis set

charge: +1
E_tot: -3397.51591 Eh
multiplicity: 1

Each line ends with the Mulliken charge.
Geometry (Å):
C (4.609, 0.252, 7.783)  -0.888
C (4.275, -0.461, 6.345)  -0.124
C (5.428, -0.158, 5.172)  -0.637
C (4.595, 0.324, 3.845)  -0.037
C (5.390, 0.153, 2.422)  -0.239
C (6.185, -1.268, 2.233)  -0.536
C (5.372, -2.595, 2.747)  -0.552
C (4.347, -3.246, 1.623)  -0.244
C (2.979, -2.304, 1.669)  -0.101
C (1.749, -3.111, 0.894)  0.681
S (0.852, -4.349, 1.981)  0.159
C (0.020, -5.712, 0.966)  -0.357
C (1.053, -6.588, 0.043)  -0.733
C (1.228, -6.060, -1.500)  0.740
C (-0.171, -5.867, -2.333)  -0.725
N (-0.730, -4.479, -2.112)  0.335
C (-0.081, -3.118, -1.991)  -0.311
C (-1.173, -1.921, -1.700)  -0.407
C (-2.647, -2.634, -1.624)  -0.739
C (-2.211, -4.224, -1.903)  -0.390
C (-0.611, -3.360, 2.700)  -0.725
O (-1.599, -2.962, 1.684)  0.157
C (-2.982, -3.076, 2.173)  -0.522
C (-3.346, -2.132, 3.463)  -0.268
O (-3.794, -0.769, 3.133)  -0.377
C (-2.815, -0.043, 2.309)  0.427
C (-2.715, 1.575, 2.643)  -0.362
O (-2.062, 2.281, 1.527)  -0.302
C (-0.650, 1.893, 1.375)  0.291
C (0.112, 3.042, 0.440)  -0.817
H (5.580, 0.906, 7.715)  0.265
H (3.733, 0.970, 8.156)  0.161
H (4.708, -0.574, 8.632)  0.276
H (3.217, -0.049, 5.975)  0.045
H (4.116, -1.606, 6.541)  0.384
H (6.119, 0.699, 5.608)  0.450
H (6.021, -1.161, 5.052)  0.125
H (4.304, 1.471, 3.986)  0.196
H (3.591, -0.287, 3.751)  -0.150
H (6.224, 1.006, 2.401)  0.452
H (4.656, 0.425, 1.530)  -0.068
H (6.338, -1.408, 1.057)  0.102
H (7.286, -1.188, 2.674)  0.321
H (4.766, -2.458, 3.739)  0.193
H (6.187, -3.432, 2.967)  0.267
H (4.113, -4.362, 1.930)  0.283
H (4.843, -3.295, 0.556)  -0.024
H (2.648, -2.012, 2.755)  0.159
H (3.236, -1.359, 0.988)  0.008
H (2.246, -3.637, -0.030)  -0.439
H (1.008, -2.274, 0.502)  -0.029
H (-0.427, -6.470, 1.772)  0.499
H (-0.904, -5.269, 0.400)  0.059
H (0.695, -7.703, 0.049)  0.405
H (2.120, -6.538, 0.549)  0.282
H (1.841, -6.910, -2.072)  0.245
H (1.868, -5.081, -1.619)  -0.703
H (0.065, -6.048, -3.489)  0.301
H (-0.946, -6.708, -2.000)  0.273
H (1.083, -3.022, -2.082)  0.527
H (-0.933, -0.779, -1.534)  0.342
H (-3.707, -2.182, -1.407)  0.411
H (-2.905, -5.170, -1.922)  0.278
H (-0.135, -2.347, 3.114)  0.314
H (-1.110, -3.883, 3.620)  0.550
H (-3.680, -2.701, 1.280)  0.157
H (-3.331, -4.199, 2.370)  0.273
H (-2.504, -2.045, 4.272)  0.285
H (-4.267, -2.658, 4.009)  0.277
H (-1.710, -0.461, 2.438)  -0.161
H (-3.168, -0.179, 1.180)  0.003
H (-3.797, 1.979, 2.831)  0.269
H (-2.011, 1.663, 3.602)  0.050
H (-0.583, 0.861, 0.782)  -0.203
H (-0.077, 1.751, 2.391)  0.194
H (1.294, 2.948, 0.483)  0.179
H (-0.164, 2.886, -0.710)  0.219
H (-0.172, 4.120, 0.826)  0.229
C (-2.347, 6.507, -2.574)  -1.149
C (-2.304, 5.027, -2.302)  0.901
O (-1.576, 4.279, -2.952)  -0.597
C (-3.188, 4.498, -1.204)  -0.709
H (-1.658, 6.745, -3.392)  0.315
H (-3.357, 6.801, -2.870)  0.255
H (-2.035, 7.058, -1.683)  0.331
H (-4.235, 4.703, -1.439)  0.352
H (-2.913, 4.959, -0.252)  0.390
H (-3.053, 3.414, -1.120)  -0.053
C (5.674, -1.706, -2.830)  -1.305
C (4.225, -1.645, -2.425)  0.946
O (3.605, -2.661, -2.115)  -0.234
C (3.564, -0.292, -2.414)  -1.334
H (6.018, -2.745, -2.791)  0.145
H (5.790, -1.336, -3.852)  0.411
H (6.278, -1.112, -2.139)  0.376
H (3.586, 0.140, -3.417)  0.430
H (4.074, 0.364, -1.705)  0.478
H (2.520, -0.401, -2.102)  0.078
C (-6.741, -0.672, 3.047)  -0.482
C (-7.812, 0.082, 2.306)  0.701
O (-8.507, 0.925, 2.871)  -0.571
C (-8.001, -0.235, 0.847)  -1.030
H (-6.718, -0.340, 4.091)  0.303
H (-6.958, -1.743, 3.026)  0.368
H (-5.766, -0.473, 2.596)  -0.113
H (-8.274, -1.287, 0.728)  0.316
H (-7.082, -0.016, 0.297)  0.229
H (-8.808, 0.385, 0.442)  0.315
C (-5.656, 2.047, -3.746)  -1.086
C (-6.351, 3.381, -3.782)  0.899
O (-5.836, 4.383, -3.288)  -0.482
C (-7.702, 3.442, -4.444)  -1.018
H (-4.691, 2.153, -3.238)  0.173
H (-6.264, 1.325, -3.195)  0.302
H (-5.477, 1.694, -4.765)  0.344
H (-8.401, 2.783, -3.923)  0.324
H (-7.614, 3.152, -5.493)  0.341
H (-8.084, 4.467, -4.394)  0.152
C (-7.567, 7.431, -3.225)  -0.687
C (-9.016, 7.492, -2.820)  0.815
O (-9.636, 6.476, -2.510)  -0.567
C (-9.677, 8.845, -2.809)  -1.143
H (-7.223, 6.392, -3.187)  -0.049
H (-7.451, 7.801, -4.247)  0.344
H (-6.963, 8.025, -2.535)  0.391
H (-9.655, 9.277, -3.813)  0.311
H (-9.167, 9.502, -2.100)  0.315
H (-10.721, 8.736, -2.497)  0.308
C (5.311, -8.201, -3.751)  -1.150
C (5.512, -7.087, -2.757)  0.580
O (5.980, -7.304, -1.641)  -0.578
C (5.118, -5.698, -3.183)  -0.319
H (5.639, -9.146, -3.307)  0.327
H (4.252, -8.283, -4.007)  0.285
H (5.906, -8.010, -4.647)  0.344
H (4.050, -5.670, -3.414)  0.109
H (5.704, -5.396, -4.055)  0.474
H (5.318, -4.998, -2.366)  -0.107
C (2.878, 4.775, -1.066)  -0.670
C (4.380, 4.734, -0.979)  0.813
O (4.985, 3.668, -0.877)  -0.549
C (5.114, 6.047, -1.022)  -1.146
H (2.484, 3.754, -1.023)  -0.074
H (2.472, 5.342, -0.225)  0.330
H (2.573, 5.228, -2.013)  0.391
H (4.808, 6.672, -0.179)  0.322
H (4.908, 6.557, -1.967)  0.327
H (6.191, 5.864, -0.949)  0.303
C (2.031, -2.991, -5.635)  -0.594
C (1.335, -1.657, -5.670)  0.838
O (1.851, -0.655, -5.177)  -0.537
C (-0.015, -1.595, -6.332)  -1.170
H (2.995, -2.884, -5.127)  -0.004
H (1.423, -3.713, -5.083)  0.041
H (2.210, -3.344, -6.654)  0.490
H (-0.714, -2.255, -5.811)  0.285
H (0.072, -1.886, -7.382)  0.375
H (-0.397, -0.570, -6.282)  0.304
C (0.478, 3.447, 5.593)  -1.094
C (1.980, 3.406, 5.680)  0.767
O (2.585, 2.340, 5.782)  -0.466
C (2.714, 4.720, 5.637)  -1.169
H (0.084, 2.426, 5.636)  0.168
H (0.072, 4.015, 6.434)  0.473
H (0.173, 3.900, 4.646)  0.314
H (2.408, 5.344, 6.481)  0.367
H (2.508, 5.229, 4.692)  0.320
H (3.791, 4.536, 5.710)  0.303

2.
Molecular formula: C52H104O20S7
Method: DFT, ωB97M-V with the def2-TZVPD basis set

energy above the lowest of the compared OMol25 structures with the same formula, charge and spin: 0.0 kcal per mole
charge: 0
E_tot: -6335.66639 Eh
multiplicity: 1

Each line ends with the Mulliken charge.
Geometry (Å):
C (15.958, 16.892, 9.944)  -0.535
C (14.786, 17.581, 9.232)  -0.707
C (13.596, 16.693, 9.416)  0.135
O (14.223, 15.437, 9.678)  -0.366
C (15.347, 15.583, 10.503)  0.117
H (16.536, 17.434, 10.710)  0.336
H (16.629, 16.586, 9.150)  0.399
H (14.872, 17.748, 8.152)  0.342
H (14.614, 18.591, 9.609)  0.094
H (12.918, 16.606, 8.561)  0.481
H (13.001, 16.970, 10.308)  -0.272
H (16.053, 14.775, 10.345)  0.358
H (14.962, 15.621, 11.537)  -0.249
C (19.896, 16.053, 13.791)  -0.983
C (19.602, 15.392, 15.115)  0.400
C (18.661, 14.245, 14.758)  0.329
O (18.020, 14.655, 13.500)  -0.373
C (18.578, 15.903, 13.028)  -0.119
H (20.709, 15.606, 13.239)  0.352
H (20.248, 17.069, 13.917)  0.426
H (19.068, 16.079, 15.767)  -0.580
H (20.574, 15.098, 15.549)  0.462
H (17.878, 13.969, 15.495)  -0.596
H (19.292, 13.381, 14.613)  0.629
H (17.981, 16.695, 13.275)  0.015
H (18.759, 15.784, 11.945)  0.318
C (12.059, 15.394, 19.949)  1.507
C (12.210, 14.512, 21.211)  -0.471
C (10.837, 13.921, 21.480)  -0.473
O (9.930, 14.766, 20.798)  -0.521
C (10.561, 15.155, 19.573)  0.142
H (12.779, 15.175, 19.191)  -1.040
H (12.192, 16.488, 20.104)  0.010
H (12.541, 15.103, 22.076)  0.303
H (12.938, 13.685, 21.108)  0.094
H (10.532, 13.937, 22.541)  0.323
H (10.789, 12.892, 21.053)  0.226
H (10.089, 16.044, 19.154)  0.002
H (10.524, 14.348, 18.828)  0.079
C (17.316, 9.176, 18.776)  -0.724
C (17.148, 10.688, 18.907)  -0.383
C (15.644, 10.947, 18.579)  0.291
O (15.116, 9.650, 18.268)  -0.466
C (16.191, 8.869, 17.820)  -0.301
H (17.190, 8.610, 19.677)  0.312
H (18.253, 9.038, 18.291)  0.355
H (17.831, 11.223, 18.236)  0.215
H (17.404, 11.048, 19.916)  0.227
H (15.497, 11.609, 17.735)  -0.277
H (14.959, 11.269, 19.363)  0.251
H (16.437, 9.100, 16.774)  0.053
H (15.853, 7.843, 17.953)  0.407
C (11.666, 10.819, 15.557)  -1.218
C (12.844, 11.122, 16.479)  0.682
C (12.046, 12.049, 17.460)  0.018
O (11.210, 12.843, 16.641)  -0.370
C (11.014, 12.152, 15.407)  0.715
H (11.041, 10.044, 16.025)  0.267
H (12.065, 10.412, 14.628)  0.404
H (13.710, 11.620, 16.029)  -1.009
H (13.201, 10.186, 16.890)  0.608
H (12.809, 12.653, 17.951)  -0.343
H (11.456, 11.471, 18.179)  0.418
H (11.439, 12.600, 14.531)  -0.730
H (9.919, 12.035, 15.221)  0.432
C (15.754, 12.455, 13.176)  4.346
C (16.496, 11.687, 12.073)  -0.647
C (16.770, 10.327, 12.722)  -0.691
O (17.013, 10.602, 14.109)  -0.533
C (15.982, 11.569, 14.409)  -0.511
H (14.716, 12.707, 13.035)  -1.269
H (16.225, 13.425, 13.346)  -2.127
H (17.454, 12.098, 11.804)  0.336
H (15.983, 11.549, 11.114)  0.287
H (17.699, 9.897, 12.283)  0.428
H (15.917, 9.610, 12.660)  0.256
H (16.239, 12.163, 15.313)  -0.032
H (15.036, 11.049, 14.556)  0.335
C (13.210, 12.123, 9.631)  0.145
C (12.000, 12.836, 9.010)  -0.918
C (11.344, 13.682, 10.161)  -0.077
S (11.692, 12.676, 11.610)  1.367
O (10.493, 12.090, 12.177)  -0.961
O (12.514, 13.410, 12.530)  -0.427
C (12.726, 11.444, 10.898)  -0.828
H (13.912, 12.947, 9.873)  -0.375
H (13.633, 11.425, 8.923)  0.570
H (11.267, 12.069, 8.732)  0.377
H (12.368, 13.612, 8.354)  0.380
H (10.286, 13.884, 10.022)  0.563
H (11.949, 14.559, 10.386)  -0.381
H (12.077, 10.613, 10.614)  0.444
H (13.402, 11.152, 11.681)  0.049
C (17.085, 20.968, 16.973)  -0.982
C (15.903, 20.069, 17.269)  0.839
C (16.332, 18.973, 18.261)  0.689
S (18.033, 18.699, 17.813)  0.969
O (18.094, 17.496, 17.048)  -0.629
O (18.908, 18.849, 18.930)  -0.807
C (18.277, 20.060, 16.756)  -0.841
H (17.301, 21.537, 17.895)  0.362
H (16.921, 21.658, 16.115)  0.373
H (15.564, 19.642, 16.305)  -0.748
H (15.084, 20.695, 17.606)  -0.008
H (15.783, 18.016, 18.196)  -0.598
H (16.366, 19.335, 19.305)  0.373
H (18.254, 19.628, 15.772)  0.277
H (19.229, 20.542, 16.922)  0.483
C (14.653, 20.394, 12.489)  -0.245
C (13.401, 19.615, 12.002)  0.410
C (12.321, 19.817, 13.085)  0.745
S (12.705, 21.383, 13.832)  1.006
O (13.091, 21.155, 15.217)  -0.396
O (11.704, 22.350, 13.489)  -0.808
C (14.105, 21.788, 12.817)  -0.932
H (15.442, 20.400, 11.737)  0.526
H (15.116, 19.972, 13.372)  -0.145
H (13.625, 18.541, 11.847)  -0.893
H (13.051, 20.097, 11.085)  0.417
H (12.426, 19.070, 13.883)  -1.032
H (11.258, 19.789, 12.795)  0.468
H (14.790, 22.534, 13.263)  0.444
H (13.557, 22.171, 11.930)  0.360
C (11.870, 20.874, 18.435)  -0.735
C (12.439, 19.469, 18.863)  -1.262
C (12.585, 18.666, 17.611)  1.261
S (10.989, 18.875, 16.974)  1.191
O (10.155, 18.007, 17.765)  -0.845
O (10.834, 18.728, 15.545)  -0.324
C (10.755, 20.589, 17.398)  -0.964
H (12.677, 21.479, 18.012)  0.110
H (11.438, 21.375, 19.300)  0.563
H (11.658, 19.038, 19.526)  0.441
H (13.297, 19.615, 19.512)  0.545
H (12.757, 17.623, 17.758)  -0.249
H (13.280, 19.143, 16.919)  -0.743
H (9.792, 20.702, 17.905)  0.596
H (10.791, 21.161, 16.464)  0.322
C (17.247, 15.071, 19.454)  0.385
C (16.242, 14.266, 20.265)  0.275
C (15.429, 15.339, 20.939)  0.077
S (16.646, 16.385, 21.516)  1.365
O (16.920, 16.023, 22.871)  -0.817
O (16.280, 17.760, 21.258)  -0.671
C (17.974, 15.960, 20.477)  -0.895
H (16.739, 15.686, 18.690)  -0.605
H (17.983, 14.436, 18.948)  0.640
H (16.771, 13.677, 21.016)  0.645
H (15.651, 13.599, 19.621)  -1.053
H (14.810, 15.080, 21.784)  0.627
H (14.812, 15.907, 20.221)  -0.572
H (18.643, 15.323, 21.060)  0.440
H (18.423, 16.861, 20.118)  0.321
C (8.243, 17.149, 15.040)  -1.150
C (9.354, 16.047, 15.002)  0.348
C (9.378, 15.472, 13.580)  0.272
S (9.285, 16.996, 12.589)  1.117
O (8.384, 16.885, 11.481)  -0.806
O (10.654, 17.383, 12.339)  -0.461
C (8.507, 18.031, 13.829)  -0.080
H (8.361, 17.749, 15.919)  0.449
H (7.211, 16.804, 14.966)  0.400
H (9.199, 15.235, 15.698)  0.609
H (10.301, 16.576, 15.285)  -0.725
H (8.504, 14.882, 13.294)  0.464
H (10.303, 14.978, 13.354)  -0.685
H (7.655, 18.525, 13.393)  0.598
H (9.284, 18.748, 14.037)  -0.349
C (14.778, 16.789, 14.836)  0.141
C (13.401, 16.090, 14.580)  1.631
C (13.276, 14.936, 15.606)  0.306
S (14.674, 15.109, 16.669)  0.279
O (15.155, 13.830, 17.093)  0.123
O (14.395, 16.131, 17.642)  -0.430
C (15.717, 15.824, 15.460)  0.881
H (14.563, 17.709, 15.404)  -1.382
H (15.135, 17.194, 13.908)  0.786
H (13.251, 15.767, 13.529)  -0.488
H (12.597, 16.814, 14.710)  -1.200
H (13.238, 13.964, 15.128)  -0.628
H (12.369, 14.972, 16.212)  0.426
H (15.930, 15.061, 14.724)  -0.488
H (16.652, 16.131, 15.926)  -0.234

charge of number 1 (C52H102NO12S)? +1